Entry 1:
# C46H37CdGeN6O2

A molecular structure, C46H37CdGeN6O2 at a distorted geometry (ωB97M-V/def2-TZVPD, the OMol25 dataset).

Structure (ORCA input):
```
! wB97M-V def2-TZVPD RIJCOSX def2/J DEFGRID3
* xyz 1 1
Cd 9.52621 2.49850 16.30754
C 8.71292 1.33408 13.28646
O 9.24248 2.49492 13.96590
C 9.70236 3.51729 13.18834
C 9.56420 3.58606 11.83101
C 10.11773 4.60963 11.05707
C 10.85209 5.58069 11.71579
C 11.04026 5.53663 13.09756
C 10.45439 4.51484 13.81674
N 10.60814 4.38704 15.28865
N 11.11586 5.39874 15.80825
C 11.31010 5.53155 17.22672
C 11.75387 4.32236 17.99159
O 11.40925 3.21298 17.64083
C 12.58983 4.51763 19.19205
C 13.18430 5.71027 19.42654
C 12.90622 6.86714 18.64302
C 13.45946 8.12482 18.99071
C 13.26610 9.22820 18.24174
C 12.46861 9.16368 17.09025
C 11.86214 7.96771 16.74956
C 12.06865 6.82067 17.50451
H 9.46972 0.92045 12.62135
H 8.47882 0.62932 14.10064
H 7.81722 1.63976 12.77178
H 8.98312 2.80334 11.34846
H 9.98958 4.66437 9.99370
H 11.30781 6.40849 11.22229
H 11.58652 6.24242 13.65269
H 12.81588 3.62098 19.77725
H 13.92218 5.72059 20.25807
H 14.08649 8.22527 19.87730
H 13.68007 10.20122 18.54675
H 12.20935 10.06537 16.57906
H 11.27461 7.85326 15.83992
C 4.91232 4.10199 13.48456
C 5.77655 4.94785 14.12769
C 6.56158 4.53989 15.17175
C 6.47928 3.20450 15.57687
C 5.58208 2.35794 14.93883
C 4.85025 2.75750 13.85515
N 7.35945 2.64695 16.55432
C 6.90906 2.34600 17.77106
C 5.62328 2.71409 18.25639
C 5.24341 2.51274 19.53354
C 6.12610 1.93768 20.49021
C 7.32697 1.48636 20.09718
C 7.79199 1.72128 18.77120
N 9.00186 1.41318 18.28681
N 9.84413 0.70756 18.89037
C 10.88505 0.35237 18.05613
C 11.94725 -0.29028 18.61439
C 12.98274 -0.79309 17.84257
C 12.84749 -0.65624 16.46075
C 11.77302 0.09119 15.95360
N 10.79399 0.54119 16.72883
H 4.34327 4.42438 12.62767
H 5.90006 5.96926 13.77649
H 7.24431 5.17419 15.71036
H 5.58938 1.35988 15.27870
H 4.20869 2.06815 13.34735
H 4.84653 3.14330 17.65270
H 4.26955 2.80023 19.90632
H 5.87510 1.87620 21.54125
H 7.99045 1.08601 20.82995
H 12.00537 -0.33841 19.70841
H 13.81751 -1.31107 18.28046
H 13.67077 -1.02088 15.83852
H 11.74155 0.29750 14.89089
Ge 9.44083 5.83749 18.16183
C 9.89697 6.27883 19.96623
C 9.60545 5.28645 20.90377
C 9.75095 5.55941 22.24460
C 10.27119 6.79288 22.63422
C 10.56168 7.77343 21.72267
C 10.36480 7.53170 20.35626
C 8.61975 7.29512 17.20409
C 8.46666 7.34562 15.84078
C 7.73806 8.35230 15.20155
C 7.24804 9.41099 15.98138
C 7.35505 9.32987 17.31783
C 8.05710 8.33819 17.93059
H 8.69743 4.50370 17.93506
H 9.17065 4.32531 20.64037
H 9.61218 4.75547 22.96072
H 10.59408 6.94488 23.65941
H 10.98625 8.72956 22.09939
H 10.58256 8.24874 19.57154
H 8.87728 6.50842 15.29336
H 7.73053 8.39984 14.11648
H 6.75296 10.27429 15.51049
H 6.88141 10.06392 17.94916
H 8.05906 8.28662 18.99411
*
```

Calculated values
Gap between HOMO and LUMO (alpha / beta) ... 6.226 / 6.224 eV
Electronic energy ... -4498.51220 Ha
Max |F| ... 0.05330 Eh/bohr
Highest occupied orbital energy (alpha / beta) ... -9.46 / -9.46 eV

Löwdin charges in e: number 1, Cd, carries 1.425; number 2, C, carries -0.032; number 3, O, carries -0.217; number 4, C, carries -0.252; number 5, C, carries -0.010; number 6, C, carries -0.035; number 7, C, carries -0.060; number 8, C, carries -0.007; number 9, C, carries -0.154; number 10, N, carries 0.034; number 11, N, carries 0.067; number 12, C, carries -0.325; number 13, C, carries -0.409; number 14, O, carries -0.046; number 15, C, carries 0.019; number 16, C, carries 0.005; number 17, C, carries -0.184; number 18, C, carries -0.040; number 19, C, carries -0.078; number 20, C, carries -0.037; number 21, C, carries -0.034; number 22, C, carries -0.146; number 23, H, carries 0.105; number 24, H, carries 0.101; number 25, H, carries 0.091; number 26, H, carries 0.115; number 27, H, carries 0.112; number 28, H, carries 0.103; number 29, H, carries 0.094; number 30, H, carries 0.129; number 31, H, carries 0.144; number 32, H, carries 0.125; number 33, H, carries 0.122; number 34, H, carries 0.106; number 35, H, carries 0.105; number 36, C, carries -0.084; number 37, C, carries -0.089; number 38, C, carries -0.030; number 39, C, carries -0.314; number 40, C, carries -0.056; number 41, C, carries -0.069; number 42, N, carries -0.057; number 43, C, carries -0.255; number 44, C, carries -0.025; number 45, C, carries -0.060; number 46, C, carries -0.096; number 47, C, carries -0.037; number 48, C, carries -0.228; number 49, N, carries -0.061; number 50, N, carries 0.091; number 51, C, carries -0.382; number 52, C, carries -0.018; number 53, C, carries -0.037; number 54, C, carries -0.050; number 55, C, carries -0.133; number 56, N, carries 0.019; number 57, H, carries 0.103; number 58, H, carries 0.106; number 59, H, carries 0.070; number 60, H, carries 0.108; number 61, H, carries 0.104; number 62, H, carries 0.111; number 63, H, carries 0.113; number 64, H, carries 0.105; number 65, H, carries 0.103; number 66, H, carries 0.126; number 67, H, carries 0.112; number 68, H, carries 0.111; number 69, H, carries 0.105; number 70, Ge, carries 1.113; number 71, C, carries -0.316; number 72, C, carries -0.116; number 73, C, carries -0.068; number 74, C, carries -0.081; number 75, C, carries -0.067; number 76, C, carries -0.096; number 77, C, carries -0.308; number 78, C, carries -0.150; number 79, C, carries -0.046; number 80, C, carries -0.073; number 81, C, carries -0.098; number 82, C, carries -0.099; number 83, H, carries 0.005; number 84, H, carries 0.097; number 85, H, carries 0.111; number 86, H, carries 0.111; number 87, H, carries 0.124; number 88, H, carries 0.104; number 89, H, carries 0.072; number 90, H, carries 0.109; number 91, H, carries 0.123; number 92, H, carries 0.116; number 93, H, carries 0.092

---

Entry 2:
# C18H25N5O3

A single C18H25N5O3 molecule at a distorted geometry (ωB97M-V/def2-TZVPD, the OMol25 dataset).

Structure (ORCA input):
```
! wB97M-V def2-TZVPD RIJCOSX def2/J DEFGRID3
* xyz 0 1
C -0.93944 1.88227 -7.28666
C -1.36893 2.99141 -6.33435
C -2.08215 2.43210 -5.10662
C -2.52877 3.54729 -4.15925
O -3.22271 3.05798 -3.02998
C -2.53999 2.49220 -2.00193
C -1.15335 2.41348 -1.89040
C -0.58062 1.83196 -0.77606
C -1.37338 1.31613 0.24370
C -0.76211 0.71516 1.40563
N 0.56962 0.59791 1.59534
N 0.73076 0.02642 2.73680
N -0.45983 -0.20405 3.23068
C -0.69613 -0.83315 4.49885
C 0.55065 -1.59083 4.94401
C 0.76811 -2.77267 4.00072
O -0.12561 -3.58309 3.82945
N 1.96181 -2.89089 3.38711
C 3.07697 -1.96480 3.49181
C 4.10037 -2.27742 2.40109
O 4.60694 -3.59154 2.47795
C 3.63018 -4.55791 2.82985
C 2.20956 -4.07164 2.57779
N -1.42515 0.20610 2.44442
C -2.76237 1.39262 0.13293
C -3.33477 1.97273 -0.97397
H -0.26075 1.19321 -6.78904
H -1.80441 1.32059 -7.63169
H -0.43198 2.29854 -8.15345
H -0.49026 3.55779 -6.01643
H -2.03558 3.68175 -6.85587
H -1.41938 1.74485 -4.57647
H -2.96362 1.86651 -5.41539
H -1.67445 4.16507 -3.85542
H -3.25246 4.19310 -4.66536
H -0.50778 2.80496 -2.66066
H 0.49291 1.77098 -0.68420
H -1.53369 -1.52558 4.37484
H -0.97328 -0.06514 5.22893
H 0.36270 -2.00525 5.93625
H 1.40286 -0.92017 4.99170
H 2.72488 -0.94082 3.34105
H 3.55582 -2.05648 4.47551
H 4.96509 -1.61820 2.50470
H 3.64496 -2.09662 1.41711
H 3.74287 -4.81010 3.89481
H 3.83818 -5.45379 2.23777
H 2.06581 -3.84472 1.51549
H 1.48290 -4.83316 2.86779
H -3.37483 0.99130 0.92515
H -4.40618 2.04359 -1.07600
*
```

Calculated values
Gap between HOMO and LUMO ... 9.039 eV
Electronic energy ... -1200.37339 Ha
Max |F| ... 0.02003 Eh/bohr
Highest occupied orbital energy ... -8.24 eV

natural (NBO) charges in e: number 1, C, carries -0.598; number 2, C, carries -0.393; number 3, C, carries -0.425; number 4, C, carries -0.057; number 5, O, carries -0.489; number 6, C, carries 0.315; number 7, C, carries -0.271; number 8, C, carries -0.155; number 9, C, carries -0.152; number 10, C, carries 0.278; number 11, N, carries -0.272; number 12, N, carries -0.070; number 13, N, carries 0.014; number 14, C, carries -0.213; number 15, C, carries -0.504; number 16, C, carries 0.687; number 17, O, carries -0.645; number 18, N, carries -0.430; number 19, C, carries -0.262; number 20, C, carries -0.073; number 21, O, carries -0.530; number 22, C, carries -0.074; number 23, C, carries -0.258; number 24, N, carries -0.256; number 25, C, carries -0.144; number 26, C, carries -0.260; number 27, H, carries 0.203; number 28, H, carries 0.203; number 29, H, carries 0.210; number 30, H, carries 0.194; number 31, H, carries 0.196; number 32, H, carries 0.205; number 33, H, carries 0.207; number 34, H, carries 0.170; number 35, H, carries 0.193; number 36, H, carries 0.210; number 37, H, carries 0.230; number 38, H, carries 0.252; number 39, H, carries 0.216; number 40, H, carries 0.246; number 41, H, carries 0.231; number 42, H, carries 0.246; number 43, H, carries 0.190; number 44, H, carries 0.203; number 45, H, carries 0.170; number 46, H, carries 0.168; number 47, H, carries 0.194; number 48, H, carries 0.198; number 49, H, carries 0.253; number 50, H, carries 0.229; number 51, H, carries 0.225

---

Entry 3:
# H4O2

2 unconnected molecules or ions with the total composition H4O2 at a distorted geometry (ωB97M-V/def2-TZVPD, the OMol25 dataset).

Structure (ORCA input):
```
! wB97M-V def2-TZVPD RIJCOSX def2/J DEFGRID3
* xyz 0 1
O -0.37568 -1.22725 -0.39259
H -1.13628 -0.62315 -0.53101
H -0.52529 -2.13366 -0.65288
O 0.74358 1.70114 0.58161
H 0.68748 1.03960 1.27270
H 0.60619 1.24332 -0.27784
*
```

Calculated values
Gap between HOMO and LUMO ... 11.971 eV
Electronic energy ... -152.86726 Ha
Max |F| ... 0.02719 Eh/bohr
Highest occupied orbital energy ... -11.30 eV

natural (NBO) charges in e: number 1, O, carries -0.970; number 2, H, carries 0.485; number 3, H, carries 0.485; number 4, O, carries -0.950; number 5, H, carries 0.475; number 6, H, carries 0.476

---

Entry 4:
# C4H9NOS2

A single C4H9NOS2 molecule at a distorted geometry (ωB97M-V/def2-TZVPD, the OMol25 dataset).

Structure (ORCA input):
```
! wB97M-V def2-TZVPD RIJCOSX def2/J DEFGRID3
* xyz 0 1
C 0.48599 -0.68236 -2.15984
O -0.38625 -0.04439 -1.17827
C 0.35746 0.40063 -0.09219
C -0.57186 1.40305 0.64719
N -0.00339 2.05188 1.75315
S 0.90328 -1.04608 1.08444
C -0.57361 -2.08001 0.91401
S -0.80387 -3.56749 1.57204
H 0.81658 0.06405 -2.83728
H -0.25908 -1.30330 -2.61670
H 1.29118 -1.30492 -1.78693
H 1.35280 0.86623 -0.44289
H -1.45434 0.81947 1.01734
H -0.91343 2.01765 -0.22893
H 0.74865 2.68124 1.58902
H 0.30867 1.38642 2.44440
H -1.29878 -1.66207 0.32142
*
```

Calculated values
Gap between HOMO and LUMO ... 8.449 eV
Electronic energy ... -1084.11551 Ha
Max |F| ... 0.07005 Eh/bohr
Highest occupied orbital energy ... -8.69 eV

natural (NBO) charges in e: number 1, C, carries -0.269; number 2, O, carries -0.545; number 3, C, carries 0.034; number 4, C, carries -0.250; number 5, N, carries -0.834; number 6, S, carries 0.176; number 7, C, carries -0.437; number 8, S, carries 0.030; number 9, H, carries 0.184; number 10, H, carries 0.202; number 11, H, carries 0.197; number 12, H, carries 0.186; number 13, H, carries 0.199; number 14, H, carries 0.211; number 15, H, carries 0.360; number 16, H, carries 0.368; number 17, H, carries 0.189